No. 1
Here is a molecular structure, C10H22AgO8 in a non-equilibrium geometry from OMol25. Energies are from ωB97M-V/def2-TZVPD.

```
41
Properties=species:S:1:pos:R:3
Ag -0.361 1.175 -2.134
O -1.459 -3.461 -1.357
O -2.137 1.792 1.435
O -1.944 1.741 -0.863
O -0.433 2.911 0.469
O 2.816 -0.492 -4.151
O 1.892 -0.670 -2.149
O 1.926 1.779 3.637
O 1.029 0.751 -3.652
C 1.134 0.811 2.952
C -0.280 -3.161 -2.133
C 1.953 -0.084 -3.427
C -2.547 -1.581 -0.431
C 1.343 4.001 3.012
C 1.084 2.868 4.031
C 1.975 -0.079 1.971
C -0.459 -3.052 -3.630
C -1.433 2.214 0.224
C -2.524 -2.537 -1.527
H 1.099 3.579 1.961
H 0.511 1.367 2.342
H 0.387 -3.982 -2.051
H 2.893 -0.417 2.464
H -2.412 -1.914 -2.376
H -3.472 -0.992 -0.357
H 0.467 -2.701 -3.990
H -1.689 -0.818 -0.452
H -0.755 -3.990 -4.034
H 1.358 -0.947 1.799
H 2.676 -1.280 -2.204
H 2.355 4.431 3.094
H 0.024 2.481 4.034
H -2.820 1.266 1.082
H -3.423 -3.095 -1.743
H 0.511 0.233 3.690
H -2.586 -2.085 0.555
H 1.368 3.228 5.056
H 2.371 0.590 1.176
H 0.576 4.753 3.225
H 0.164 -2.300 -1.734
H -1.180 -2.334 -3.817
```

- Electronic energy: -31107.7544 eV
- LUMO level: 3.05 eV
- Total charge: -1
- Orbital gap: 9.31 eV

---

No. 2
Here is C5H10O in the gas phase from OMol25. Energies are from ωB97M-V/def2-TZVPD.

```
16
Properties=species:S:1:pos:R:3
O 1.620 -1.164 -0.407
C 0.652 -0.161 -0.543
C -0.334 -0.282 -1.538
C 1.158 1.189 -0.079
C -1.610 0.548 0.879
C -0.779 -0.574 0.279
H -2.009 1.178 0.081
H -2.452 0.127 1.441
H -1.034 1.171 1.570
H 2.239 -0.916 0.293
H 1.971 1.494 -0.745
H -1.426 -1.294 -0.238
H -0.273 -1.181 1.039
H -0.256 -1.308 -1.941
H 0.375 1.946 -0.131
H 1.551 1.148 0.947
```

- Electronic energy: -7390.8871 eV
- LUMO level: 0.84 eV
- Total charge: 0
- ΔE to the lowest compared entry with this formula, charge and spin: 89.4 kcal/mol
- Orbital gap: 9.24 eV

---

No. 3
Here is a molecular structure, C19H14Cl2FNO2Ru in a non-equilibrium geometry from OMol25. Energies are from ωB97M-V/def2-TZVPD.

```
40
Properties=species:S:1:pos:R:3
Ru -0.351 -0.083 -0.232
Cl 0.579 6.477 2.818
Cl 2.825 1.633 3.069
F -5.425 -3.148 -0.021
O -1.210 1.648 -0.762
O 1.019 1.055 0.874
N 0.479 -0.538 -2.038
C 3.487 -2.927 -0.339
C 0.853 2.224 1.325
C -0.169 4.454 1.230
C 2.758 -1.572 -2.205
C -1.011 2.782 -0.282
C 0.678 4.881 2.262
C -4.115 -1.302 0.517
C -0.112 3.145 0.775
C -2.935 -0.627 0.307
C -4.295 -2.498 -0.171
C -3.328 -3.047 -1.026
C -1.904 -1.155 -0.518
C 1.700 2.706 2.393
C 1.558 -1.387 -1.551
C 1.606 4.002 2.837
C 3.720 -2.363 -1.587
C 1.322 -1.929 -0.298
C -2.137 -2.389 -1.181
C 2.289 -2.703 0.326
H -1.600 3.585 -0.732
H -4.902 -0.928 1.157
H 2.254 4.349 3.631
H 0.826 0.259 -2.569
H -3.544 -3.982 -1.525
H -2.802 0.338 0.794
H -0.159 -1.043 -2.651
H 2.106 -3.133 1.301
H 4.664 -2.537 -2.085
H 4.246 -3.547 0.118
H -1.373 -2.845 -1.801
H 0.328 -1.891 0.206
H 2.948 -1.121 -3.171
H -0.873 5.157 0.802
```

- Electronic energy: -55840.6445 eV
- LUMO level (spin up / spin down): -10.00 / -10.19 eV
- Total charge: +2
- ΔE to the lowest compared entry with this formula, charge and spin: 29.0 kcal/mol
- Orbital gap (spin up / spin down): 4.18 / 3.87 eV

---

No. 4
Here is a molecular structure, H23O11 in a non-equilibrium geometry from OMol25. Energies are from ωB97M-V/def2-TZVPD.

```
34
Properties=species:S:1:pos:R:3
O -2.057 2.236 -1.149
O 3.702 -0.052 -2.159
O -2.179 2.096 2.629
O 0.343 -0.296 -0.104
O -0.154 -0.955 2.322
O 2.011 1.523 -0.218
O -0.318 4.389 -0.348
O -0.692 -4.079 1.821
O 2.642 -1.095 0.090
O -3.742 -0.138 -0.560
O 0.539 -2.954 -1.918
H 1.476 -0.731 -0.174
H 2.961 -0.775 -0.803
H -1.192 4.562 -0.708
H -0.146 -3.633 -1.976
H 0.126 -1.088 3.235
H 1.437 2.137 0.261
H 0.099 -0.469 0.859
H 2.693 2.073 -0.611
H -2.594 1.279 2.326
H -2.476 1.460 -0.751
H -0.918 -0.368 2.421
H 2.987 -0.480 0.741
H 0.345 4.602 -1.004
H -2.900 2.719 2.478
H -1.122 2.031 -1.073
H -3.943 -0.513 -1.415
H -0.135 -4.825 1.565
H 4.637 0.179 -2.191
H -4.147 -0.684 0.119
H 1.272 -3.578 -2.033
H -0.210 -0.879 -0.648
H -1.549 -4.380 1.492
H 3.201 0.687 -2.514
```

- Electronic energy: -22889.5163 eV
- LUMO level: -2.82 eV
- Total charge: +1
- ΔE to the lowest compared entry with this formula, charge and spin: 67.7 kcal/mol
- Orbital gap: 10.51 eV